one:
C9H10N2 | ωB97M-V/def2-TZVPD

Its highest occupied orbital energy is -7.339 eV. The calculation puts the HOMO-LUMO gap at 7.633 eV. For the molar mass, the calculation gives 146.19 g mol⁻¹.

Each line ends with the natural charge from an NBO analysis.
Geometry (Å):
1 C -2.3342 -1.0405 0.1060  -0.168
2 C -1.3739 -1.8351 -0.4598  -0.216
3 C -2.1823 0.3612 0.4556  -0.315
4 C 0.0634 -1.3572 -0.3805  -0.194
5 C -1.0163 0.9018 0.2555  0.142
6 C 0.1383 0.0684 -0.1137  -0.118
7 C -0.1349 2.1118 0.0964  -0.462
8 C 0.9534 1.1439 -0.2233  0.113
9 C 2.4342 1.1910 -0.5552  -0.646
10 N 0.7751 -1.8740 1.0121  -0.191
11 N 1.9144 -2.1752 1.0934  -0.221
12 H -3.2384 -1.4220 0.1178  0.195
13 H -1.5444 -2.7957 -0.7929  0.210
14 H -3.1099 0.8935 0.6935  0.211
15 H 0.8088 -1.6610 -1.1872  0.234
16 H -0.5389 2.8556 -0.6506  0.219
17 H 0.0137 2.6343 1.0097  0.211
18 H 2.5160 1.7845 -1.6054  0.212
19 H 2.5893 0.1748 -0.7978  0.233
20 H 3.0640 1.6931 0.1261  0.234
21 H 0.2025 -1.6532 1.8003  0.319

two:
C9H10N2 | ωB97M-V/def2-TZVPD

Its highest occupied orbital energy is -8.855 eV. The calculation puts the HOMO-LUMO gap at 9.554 eV. The SMILES is NC1=NCCc2ccccc21. For the molar mass, the calculation gives 146.19 g mol⁻¹.

Each line ends with the natural charge from an NBO analysis.
Geometry (Å):
1 N 2.5491 0.8892 -0.8423  -0.861
2 C 1.2790 1.0497 -0.0879  0.436
3 N 1.1989 1.9622 0.7967  -0.448
4 C -0.1439 1.9986 1.4046  -0.255
5 C -0.9505 0.6931 1.6578  -0.444
6 C -0.7386 -0.3342 0.4964  0.016
7 C -1.5977 -1.3717 0.2024  -0.216
8 C -1.4833 -2.1238 -0.9548  -0.193
9 C -0.4636 -1.8345 -1.8500  -0.210
10 C 0.4871 -0.8671 -1.5335  -0.187
11 C 0.2521 -0.0482 -0.5004  -0.131
12 H 3.2040 1.5571 -0.4977  0.378
13 H 3.1159 -0.0644 -0.7286  0.378
14 H -0.1160 2.6524 2.3690  0.210
15 H -0.6603 2.6120 0.5849  0.196
16 H -2.1115 0.7760 1.7473  0.243
17 H -0.4744 0.1906 2.6449  0.216
18 H -2.3420 -1.6939 0.9836  0.210
19 H -2.1317 -3.0194 -1.1404  0.221
20 H -0.2274 -2.4289 -2.6100  0.203
21 H 1.3548 -0.5947 -2.1418  0.238

Most stable to least stable: two, one

one:
C9H14N | ωB97M-V/def2-TZVPD

The total charge is +1. Its highest occupied orbital energy is -13.190 eV. The calculation puts the HOMO-LUMO gap at 7.736 eV. For the molar mass, the calculation gives 136.22 g mol⁻¹.

Each line ends with the natural charge from an NBO analysis.
Geometry (Å):
1 C 1.3065 0.8972 -1.9539  0.182
2 C 0.8835 0.2228 -0.6693  -0.118
3 C 1.0428 -1.1844 -0.7522  0.441
4 C -0.1904 0.9355 0.3367  -0.013
5 C 1.9101 -1.8405 -1.7130  -0.727
6 C 0.2790 -2.1221 0.0509  -0.727
7 C 0.4274 2.0067 1.2357  -0.678
8 C -2.6229 1.4015 0.8471  -0.681
9 C -1.5107 0.8113 0.0918  -0.139
10 N 2.0749 1.0814 -1.0144  -0.152
11 H 0.8310 0.9454 -2.9116  0.289
12 H 1.9865 -1.4111 -2.6657  0.259
13 H 1.7773 -2.9395 -1.8519  0.269
14 H 2.9331 -1.7093 -1.2831  0.304
15 H 0.7125 -3.1199 0.0539  0.256
16 H 0.2834 -1.7259 1.0330  0.280
17 H -0.8114 -2.1644 -0.0656  0.310
18 H 1.1363 1.4661 1.8579  0.230
19 H -0.1079 2.4977 2.0078  0.252
20 H 0.8595 2.8692 0.6153  0.239
21 H -3.0134 0.7558 1.6915  0.249
22 H -2.4176 2.3834 1.2260  0.231
23 H -3.4924 1.7399 0.1946  0.244
24 H -1.9125 -0.0271 -0.5617  0.197

two:
C9H14N | ωB97M-V/def2-TZVPD

The total charge is +1. Its highest occupied orbital energy is -12.669 eV. The calculation puts the HOMO-LUMO gap at 9.223 eV. For the molar mass, the calculation gives 136.22 g mol⁻¹.

Each line ends with the Löwdin charge.
Geometry (Å):
1 C -3.4039 -0.9060 0.6509  -0.076
2 C -3.6547 -0.9691 -0.6984  0.052
3 C 0.0909 0.7322 -1.3197  -0.020
4 C -2.4213 -0.4010 -0.1291  0.026
5 C 1.0686 -1.8846 0.8908  -0.046
6 C 0.8021 -0.5454 -1.2876  -0.099
7 C -0.3256 2.6976 -0.1230  0.006
8 C 0.8186 0.7038 0.8161  -0.047
9 C 1.3950 -0.5967 0.0810  -0.269
10 N 0.1029 1.3542 -0.2256  -0.138
11 H -3.8192 -1.0231 1.6565  0.113
12 H -4.4242 -1.1320 -1.3946  0.086
13 H 0.0194 -2.2185 0.8226  0.073
14 H 1.2374 -2.0858 1.9413  0.076
15 H 1.6603 -2.6841 0.3567  0.101
16 H 0.0332 -1.3884 -1.5886  0.180
17 H -0.2575 1.2871 -2.1873  0.169
18 H 1.5610 -0.5508 -2.0153  0.118
19 H -1.3871 2.8673 -0.0158  0.107
20 H 0.2420 3.2054 0.6463  0.111
21 H -0.1528 3.2259 -1.0688  0.113
22 H 0.1167 0.4774 1.5432  0.113
23 H 1.6312 1.3281 1.1541  0.144
24 H 2.3886 -0.3655 0.0878  0.107

Most stable to least stable: one, two

one:
C14H16O | ωB97M-V/def2-TZVPD

The total charge is +1. As for the spin multiplicity: 2. Its highest occupied orbital energy (alpha / beta) is -12.036 / -12.032 eV. The calculation puts the HOMO-LUMO gap (alpha / beta) at 8.493 / 4.856 eV. For the molar mass, the calculation gives 200.28 g mol⁻¹. As for the expectation value of S²: 0.7669.

Each line ends with the natural charge from an NBO analysis.
Geometry (Å):
1 C -0.3173 -1.6988 2.4186  -0.672
2 C -0.9165 -0.5157 1.7737  0.203
3 C -0.1954 0.7110 1.6960  -0.141
4 C -2.2754 -0.5279 1.3520  -0.185
5 C -0.7438 1.8158 1.1298  -0.250
6 C -2.8459 0.5427 0.7387  -0.192
7 C -2.0319 1.7034 0.5412  0.464
8 O -2.5202 2.6219 -0.2493  -0.544
9 H 0.7656 -1.6267 2.4014  0.250
10 H -0.6600 -2.6452 2.0137  0.260
11 H 0.8174 0.7432 2.0660  0.250
12 H -2.9237 -1.3720 1.5361  0.250
13 H -0.1422 2.6890 0.8939  0.245
14 H -3.8394 0.5325 0.3178  0.262
15 H -1.9946 3.4446 -0.2468  0.516
16 H -0.6192 -1.6504 3.4766  0.274
17 C 0.8815 1.7091 -2.2559  -0.637
18 C 0.9300 -2.0658 -1.7257  -0.203
19 C 0.7002 -0.8198 -2.3298  -0.206
20 C 1.7627 -2.1855 -0.6376  -0.226
21 C 1.1996 0.3305 -1.7481  -0.049
22 C 2.3581 -1.0432 -0.0895  -0.247
23 C 2.0324 0.1731 -0.6330  -0.171
24 H 0.4585 -2.9404 -2.1504  0.222
25 H 0.1371 -0.7972 -3.2592  0.222
26 H 2.0156 -3.1736 -0.2684  0.223
27 H 3.0139 -1.2462 0.7521  0.225
28 H 0.3347 2.3221 -1.5421  0.189
29 H 0.3879 1.7314 -3.2245  0.234
30 H 2.4049 1.0872 -0.1720  0.196
31 H 1.8251 2.1507 -2.5754  0.240

two:
C14H16O | ωB97M-V/def2-TZVPD

The total charge is +1. As for the spin multiplicity: 2. Its highest occupied orbital energy (alpha / beta) is -11.840 / -11.835 eV. The calculation puts the HOMO-LUMO gap (alpha / beta) at 8.122 / 4.492 eV. For the molar mass, the calculation gives 200.28 g mol⁻¹. As for the expectation value of S²: 0.7665.

Each line ends with the natural charge from an NBO analysis.
Geometry (Å):
1 C -1.1434 -1.5251 0.9416  -0.700
2 C 1.0852 -1.5274 2.0704  -0.171
3 C -0.0300 -0.7931 1.5456  0.204
4 C 2.1963 -0.8976 2.5234  -0.226
5 C 2.2183 0.5355 2.4355  0.453
6 C 0.1008 0.6209 1.3941  -0.158
7 C 1.1778 1.3050 1.8687  -0.212
8 O 3.2610 1.1976 2.8986  -0.566
9 H 1.0269 -2.6107 2.0595  0.248
10 H 3.1224 -1.4011 2.7616  0.252
11 H -1.5240 -2.3011 1.6257  0.265
12 H -0.8599 -2.1339 0.0820  0.286
13 H -0.7983 1.1118 1.0434  0.262
14 H 3.6538 0.7541 3.6663  0.517
15 H 1.3348 2.3771 1.8530  0.267
16 H -2.0538 -0.9718 0.7314  0.261
17 C 1.1770 -0.5203 -1.8045  -0.650
18 C -2.7655 1.2862 -2.0906  -0.213
19 C -2.5689 -0.0641 -2.2690  -0.200
20 C -1.6511 2.0546 -1.7141  -0.202
21 C -1.2716 -0.5987 -2.2725  -0.226
22 C -0.4010 1.5063 -1.6866  -0.230
23 C -0.1772 0.1250 -1.8627  -0.033
24 H -3.6989 1.7334 -2.3959  0.231
25 H -3.4161 -0.7260 -2.4219  0.221
26 H -1.8201 3.0772 -1.3995  0.221
27 H -1.2647 -1.6422 -2.5689  0.215
28 H 0.4370 2.1299 -1.3897  0.208
29 H 1.7342 -0.3816 -0.8818  0.202
30 H 1.8041 -0.1564 -2.6361  0.244
31 H 1.1151 -1.5637 -2.1072  0.227

Most stable to least stable: one, two

one:
C6H11NO2 | ωB97M-V/def2-TZVPD

Its highest occupied orbital energy is -9.222 eV. The calculation puts the HOMO-LUMO gap at 8.784 eV. For the molar mass, the calculation gives 129.16 g mol⁻¹.

Each line ends with the natural charge from an NBO analysis.
Geometry (Å):
1 C 2.1084 -0.6779 -0.1615  -0.260
2 C 1.4702 0.6511 0.5030  -0.178
3 C 0.1384 0.8485 1.0142  -0.220
4 C -0.9955 0.0422 0.4912  0.136
5 C -1.1613 0.5257 -1.0260  -0.122
6 C -2.3593 0.5854 0.6759  -0.080
7 H 1.7855 -1.7351 -1.7377  0.355
8 H 0.0569 -1.2166 -1.2151  0.416
9 H 2.1926 -1.7240 0.6463  0.154
10 H 3.1595 -0.5234 -0.6228  0.226
11 H 2.4000 1.3096 0.6509  0.219
12 H -0.0718 1.8408 1.5900  0.239
13 H 0.5704 -1.5309 1.4244  0.467
14 H -1.5338 0.0425 -2.0362  0.199
15 H -0.3806 1.2564 -1.3903  0.199
16 H -3.1522 -0.2032 0.8665  0.200
17 H -2.4469 1.4318 1.4926  0.177
18 N 1.2025 -0.8478 -1.4058  -0.880
19 O -0.7778 -1.3775 0.7876  -0.714
20 O -2.2052 1.3025 -0.5472  -0.535

two:
C6H11NO2 | ωB97M-V/def2-TZVPD

Its highest occupied orbital energy is -10.094 eV. The calculation puts the HOMO-LUMO gap at 10.787 eV. The SMILES is [H]/N=C(\O)[C@@]1(CO)C[C@@H]1C. For the molar mass, the calculation gives 129.16 g mol⁻¹.

Each line ends with the natural charge from an NBO analysis.
Geometry (Å):
1 H -1.7539 1.5629 2.5331  0.353
2 N -0.7964 1.2119 2.1828  -0.650
3 C -1.0874 0.5323 1.1559  0.544
4 O -2.4814 0.5128 0.8818  -0.721
5 C -0.1663 -0.0651 0.1418  -0.184
6 C 0.2817 -1.4788 0.4469  -0.048
7 O -0.8492 -2.3437 0.3957  -0.723
8 C -0.4429 0.3103 -1.3091  -0.416
9 C 0.7466 0.8796 -0.6061  -0.190
10 C 2.1622 0.5205 -0.9905  -0.615
11 H -2.6032 0.1245 -0.0095  0.483
12 H 1.0269 -1.8043 -0.2895  0.190
13 H 0.7435 -1.5207 1.4459  0.183
14 H -1.4386 -2.1599 1.1336  0.471
15 H -1.2973 0.9582 -1.5062  0.218
16 H -0.2746 -0.4766 -2.0475  0.224
17 H 0.6265 1.9134 -0.2766  0.230
18 H 2.2121 -0.3806 -1.6158  0.207
19 H 2.6054 1.3447 -1.5674  0.223
20 H 2.7862 0.3586 -0.0995  0.219

Most stable to least stable: two, one